Formula: C12H16FNO
Source: OMol25
Level of theory: ωB97M-V with the def2-TZVPD basis set

As for the structure (SMILES): Fc1ccc(CNC[C@H]2CCCO2)cc1. The HOMO energy is -8.847 eV. The orbital gap comes out at 9.763 eV. The relative energy (zero: lowest compared OMol25 entry of this formula, charge and spin) comes out at 29.7 kcal/mol. The lowest unoccupied orbital energy comes out at 0.9 eV.

The geometry in XYZ format:
```
31
Properties=species:S:1:pos:R:3:forces:R:3
F -1.946 0.901 5.259 0.07 0.00 -0.08
C -1.126 0.834 4.188 0.05 0.01 -0.11
C 0.045 0.103 4.284 -0.18 0.03 0.12
C 0.877 0.040 3.182 -0.09 0.14 -0.09
C 0.556 0.702 2.002 0.03 0.10 -0.14
C 1.442 0.549 0.790 0.02 -0.13 0.08
N 1.232 -0.707 0.078 0.12 -0.30 0.06
C -0.087 -0.874 -0.510 -0.26 0.18 -0.16
C -0.283 0.026 -1.743 0.37 -0.03 0.33
C 0.860 -0.148 -2.765 -0.16 -0.02 0.00
C 0.143 -0.561 -4.053 -0.25 0.04 0.11
C -1.174 -1.123 -3.517 0.14 -0.16 -0.29
O -1.492 -0.314 -2.405 -0.20 0.12 0.15
C -0.628 1.427 1.938 0.17 -0.08 0.12
C -1.477 1.500 3.029 -0.10 -0.04 0.25
H 0.289 -0.402 5.205 0.00 -0.03 0.11
H 1.795 -0.528 3.241 0.11 -0.06 0.02
H 2.493 0.567 1.092 -0.07 0.14 -0.04
H 1.274 1.367 0.088 0.08 0.07 0.07
H 1.406 -1.475 0.719 0.03 0.09 -0.13
H -0.168 -1.913 -0.839 -0.05 0.02 -0.02
H -0.909 -0.679 0.197 0.05 -0.08 -0.09
H -0.394 1.068 -1.427 0.04 -0.06 -0.03
H 1.537 -0.926 -2.416 0.06 0.04 0.00
H 1.430 0.770 -2.889 0.10 -0.01 0.01
H -0.056 0.310 -4.677 -0.01 -0.03 -0.06
H 0.701 -1.292 -4.634 0.04 0.00 -0.07
H -1.050 -2.172 -3.210 -0.03 0.05 -0.05
H -2.004 -1.055 -4.221 0.04 -0.07 0.02
H -0.890 1.946 1.028 -0.03 0.06 -0.12
H -2.397 2.060 2.989 -0.10 0.05 0.03
```
Forces are in eV/Å.